C7H15N3 | ωB97M-V with the def2-TZVPD basis set

- LUMO level (alpha / beta): -9.5 / -9.5 eV
- Calculated total energy: -11949.614 eV

ORCA input file:
```
! wB97M-V def2-TZVPD RIJCOSX def2/J DEFGRID3
* xyz 2 1
C -0.6168 1.7490 0.1301
C 0.8930 -0.8642 0.6958
C 1.3766 0.2647 -0.1747
C -0.5367 -1.4162 0.4381
C -1.7745 2.4159 -0.0560
C 2.8907 0.6143 0.0996
C -0.7180 -2.5855 -0.5122
N -2.4324 -0.2530 -0.4939
N 0.5938 1.5266 0.1222
N -1.4099 -0.3742 0.0305
H 1.6242 -1.6601 0.8564
H 0.9240 -0.5131 1.8261
H 1.2319 0.1448 -1.2307
H -0.9323 -1.7022 1.3934
H -2.4980 1.5167 -0.4343
H -1.7530 3.1473 -0.8741
H -2.3432 2.9298 0.6812
H 3.5062 -0.1436 -0.3077
H 3.1864 0.7332 1.1417
H 3.2212 1.5651 -0.5421
H -0.0824 -3.4847 -0.3244
H -0.4872 -2.1473 -1.3794
H -1.7460 -2.9347 -0.5708
H -3.3393 -0.8597 -0.6412
H 1.2216 2.3312 0.1264
*
```

Mulliken population analysis, charges in e, atoms 1 to 5: number 1, C, carries 0.7079; number 2, C, carries -1.0221; number 3, C, carries 0.1863; number 4, C, carries 0.3823; number 5, C, carries -0.8423


C7H15N3O2 | ωB97M-V with the def2-TZVPD basis set

- LUMO level: 0.6 eV
- Calculated total energy: -16063.343 eV
- Structure (SMILES): C[C@H]1C=CCN1.C/C(=N/O)NO

ORCA input file:
```
! wB97M-V def2-TZVPD RIJCOSX def2/J DEFGRID3
* xyz 0 1
C -1.1404 0.1838 3.2854
C -1.1213 -0.3647 1.8566
C 0.2124 -0.9503 1.5356
C 0.0839 -2.0930 0.8908
C -1.3513 -2.4502 0.7224
N -1.9928 -1.4996 1.6169
H -2.1330 0.5828 3.4776
H -0.9681 -0.6309 4.0033
H -0.3871 0.9694 3.3763
H -1.3456 0.4577 1.1609
H 1.1156 -0.4316 1.8410
H 0.8951 -2.7358 0.4676
H -1.5742 -3.4958 1.0263
H -1.7153 -2.3669 -0.3243
H -2.9170 -1.1911 1.3462
C 0.6953 -0.0788 -2.7816
C 1.1693 1.3223 -2.5411
N 1.9015 1.9007 -3.4163
O 2.1769 3.2129 -2.9930
N 0.8261 1.9694 -1.3627
O 0.7077 1.0543 -0.2877
H -0.4008 -0.1330 -2.7950
H 1.0493 -0.7560 -2.0005
H 1.1156 -0.4567 -3.7272
H 2.8085 3.5304 -3.6519
H 1.4426 2.7578 -1.1739
H 0.8469 1.6930 0.4481
*
```

Mulliken population analysis, charges in e, atoms 1 to 5: number 1, C, carries -1.4853; number 2, C, carries 0.6618; number 3, C, carries -0.4958; number 4, C, carries -0.4404; number 5, C, carries -0.4721


C7H15N3OSi | ωB97M-V with the def2-TZVPD basis set

- LUMO level (alpha / beta): 0.6 / 0.6 eV
- Calculated total energy: -21893.239 eV

ORCA input file:
```
! wB97M-V def2-TZVPD RIJCOSX def2/J DEFGRID3
* xyz 0 1
C 1.7539 -1.0917 -1.6079
C 2.2619 -0.1551 -0.7048
C 2.4051 2.3403 0.8051
C -2.5382 0.7596 -0.2206
C -2.4828 -2.2161 -0.6208
C -0.1995 -1.3999 1.5256
C 1.1814 1.9215 0.1767
N 0.4801 -1.0453 -1.5835
N 0.0660 -0.0439 -0.7365
N 1.1949 0.6327 -0.2650
O -0.0728 2.1540 0.7766
Si -1.3966 -0.7144 0.0811
H 2.2774 -1.8790 -2.1863
H 3.2463 0.0673 -0.7420
H 2.6561 3.4203 0.8186
H 3.2000 2.0839 0.1784
H 2.4504 1.9487 1.7418
H -3.4645 0.3261 -0.6134
H -2.6669 1.1501 0.7524
H -1.9407 1.4125 -0.8767
H -1.8496 -2.7511 -1.2875
H -2.7285 -2.9900 0.1164
H -3.3252 -1.8434 -1.0695
H 0.7796 -0.9465 1.5390
H -0.7083 -1.1707 2.4725
H 0.0016 -2.4850 1.4057
H -0.5812 2.5150 0.1245
*
```

Mulliken population analysis, charges in e, atoms 1 to 5: number 1, C, carries -0.2805; number 2, C, carries -0.5354; number 3, C, carries -1.3641; number 4, C, carries -1.0632; number 5, C, carries -1.2364


C7H15N5O | ωB97M-V with the def2-TZVPD basis set

- LUMO level: -6.4 eV
- Calculated total energy: -16979.841 eV

ORCA input file:
```
! wB97M-V def2-TZVPD RIJCOSX def2/J DEFGRID3
* xyz 2 1
C 2.3583 0.9644 0.3188
C 1.1656 1.6824 -1.4370
C 2.4813 1.5204 -1.7596
C 3.0510 2.6831 -3.7869
C 2.3536 3.7690 -3.7535
C 0.0069 1.0805 0.7465
C -0.5993 -0.2951 0.6678
N 3.2656 1.1127 -0.7335
N 1.1648 1.3114 -0.1288
N 3.1423 1.6195 -3.0339
N -2.5663 -3.2009 0.9736
N -1.8757 -0.5271 1.3829
O 1.7964 4.8450 -3.6355
H 2.5601 0.6954 1.3252
H 3.7793 2.8745 -4.6057
H -2.1610 -3.5771 0.1537
H -0.6556 1.8727 0.3932
H 0.3987 1.2226 1.7806
H -0.8609 -0.4264 -0.4049
H 0.1708 -0.9761 1.0261
H 3.6485 0.7967 -3.4486
H -2.1992 -3.8590 1.7874
H -3.5598 -3.2529 0.9757
H 4.2465 0.8971 -0.5557
H -2.7134 0.1086 1.2221
H -1.6887 -0.3102 2.3582
H -2.2531 -2.0220 1.1475
H 0.8897 4.9961 -3.9974
*
```

Mulliken population analysis, charges in e, atoms 1 to 5: number 1, C, carries -0.2048; number 2, C, carries -0.7750; number 3, C, carries 0.1942; number 4, C, carries -0.0293; number 5, C, carries 0.3044


Relative energy (zero: lowest compared OMol25 entry of this formula, charge and spin) values (in kcal/mol) by entry order: 177.6; 86.7; 79.7; 46.3.